Formula: H26O13
Source: the OMol25 dataset
Level of theory: ωB97M-V/def2-TZVPD

```
39
H26O13 (ωB97M-V/def2-TZVPD)
H -0.241 -0.117 0.714
H -0.920 1.121 0.151
H -1.027 3.969 0.120
H -0.271 2.824 0.774
H 2.261 -1.185 1.309
H 2.585 -0.742 -0.108
H -2.289 3.077 -3.471
H -0.998 3.571 -2.840
H -1.835 -1.672 -1.421
H -2.786 -2.259 -0.390
H -4.518 -0.329 -1.224
H -5.957 -0.806 -1.117
H 1.180 3.436 1.167
H 2.073 3.234 -0.046
H -0.519 -2.739 -2.128
H -0.181 -3.767 -3.195
H -4.916 -0.782 3.397
H -3.616 -0.009 3.246
H 3.915 0.684 -0.315
H 4.766 -0.533 -0.636
H 3.187 1.531 1.402
H 2.319 0.389 1.902
H 2.597 -1.783 -2.422
H 1.134 -1.491 -2.132
H 2.078 -2.571 2.558
H 1.108 -2.770 1.405
O -0.760 0.190 -0.038
O -0.439 3.769 0.857
O 2.973 -1.176 0.660
O -1.897 3.302 -2.620
O -2.601 -1.450 -0.879
O -5.316 -0.224 -0.693
O 1.794 2.807 0.772
O 0.092 -3.458 -2.324
O -3.959 -0.894 3.412
O 4.733 0.423 -0.753
O 2.285 1.193 1.372
O 1.991 -1.580 -1.700
O 1.212 -2.938 2.348
```

Output
Energy above the lowest of the compared OMol25 structures with the same formula, charge and spin   153.0 kcal/mol
Total charge   0
E_tot   -27035.3113 eV
Orbital gap   9.17 eV
HOMO energy   -9.3 eV